Formula: C12H16N2O5S2
Source: the OMol25 dataset
Level of theory: ωB97M-V/def2-TZVPD

```
! wB97M-V def2-TZVPD RIJCOSX def2/J DEFGRID3
* xyz 0 1
C -0.853 -3.560 -0.971
C -0.927 -2.530 -1.793
C -0.520 -1.126 -1.456
N -0.585 -0.830 -0.040
C 0.525 -0.573 0.646
N 1.696 -0.532 0.108
C 2.695 -0.121 0.933
O 2.577 -0.114 2.151
C 3.871 0.424 0.169
C 3.468 1.823 -0.338
C 2.140 1.758 -1.076
O 1.985 1.303 -2.177
O 1.155 2.289 -0.351
S 0.255 -0.216 2.342
C -1.560 -0.004 1.979
C -1.851 1.467 1.717
S -2.539 1.539 0.033
O -3.708 2.365 -0.019
O -1.499 1.817 -0.926
C -2.975 -0.230 -0.041
C -1.824 -0.848 0.720
H -1.144 -4.550 -1.276
H -0.480 -3.465 0.036
H -1.275 -2.662 -2.807
H 0.523 -0.963 -1.750
H -1.121 -0.398 -2.008
H 4.748 0.496 0.810
H 4.067 -0.227 -0.683
H 3.364 2.507 0.504
H 4.233 2.190 -1.023
H 0.278 2.201 -0.789
H -2.124 -0.380 2.831
H -0.950 2.076 1.740
H -2.600 1.885 2.382
H -3.917 -0.351 0.485
H -3.067 -0.573 -1.065
H -2.059 -1.886 1.002
*
```

Output
* structure (SMILES): C=CCN1/C(=N/C(=O)CCC(=O)O)S[C@H]2CS(=O)(=O)C[C@H]21
* energy above the lowest of the compared OMol25 structures with the same formula, charge and spin: 0.1 kcal/mol
* orbital gap: 9.655 eV
* total energy: -47591.777 eV
* LUMO: 0.007 hartree